(1)
{
  "formula": "CHNO2S",
  "method": "wB97M-V/def2-TZVPD",
  "elements": ["C", "N", "O", "O", "S", "H"],
  "coordinates": [[1.3719, -1.1817, 0.1934], [-0.4715, 1.3765, 1.0431], [-0.8845, 1.5918, 2.1426], [-0.3480, 2.0317, 0.0275], [1.3105, -1.4675, -1.3136], [0.8148, -0.2128, 0.7072]],
  "forces_ev_per_a": [[-1.364, 2.492, 1.546], [0.168, 0.891, -0.820], [0.262, 0.032, -1.066], [-0.419, -0.847, 1.823], [0.088, -0.323, -0.738], [1.265, -2.245, -0.745]],
  "mulliken_charge": [0.0132, 0.5122, -0.3405, -0.2908, -0.0984, 0.2043],
  "total_energy_ha": -641.8973,
  "de_lowest_ev": 5.261,
  "total_charge": 0
}


(2)
{
  "formula": "C37H36Cl2F3N6O6PPbS",
  "method": "wB97M-V/def2-TZVPD",
  "elements": ["Pb", "C", "C", "N", "N", "C", "O", "C", "C", "C", "C", "C", "C", "C", "C", "C", "C", "C", "N", "H", "H", "H", "H", "H", "H", "H", "H", "H", "H", "H", "H", "O", "C", "O", "C", "P", "C", "C", "C", "C", "C", "C", "C", "C", "C", "C", "C", "C", "H", "H", "H", "H", "H", "H", "H", "H", "H", "H", "H", "H", "N", "C", "C", "N", "H", "H", "H", "H", "H", "H", "H", "H", "H", "F", "C", "F", "F", "S", "O", "O", "O", "Cl", "C", "C", "C", "C", "C", "Cl", "C", "N", "H", "H", "H"],
  "coordinates": [[0.2674, 0.0185, 0.9816], [1.1344, -0.5003, 5.6384], [1.1211, -0.5643, 4.1457], [0.5467, 0.3093, 3.4040], [-0.1035, 1.3599, 3.9865], [-0.2149, 2.3194, 3.0721], [0.3646, 2.3515, 1.9432], [-1.1038, 3.4722, 3.4437], [-1.6261, 3.6126, 4.7240], [-2.4772, 4.6701, 5.0155], [-2.8222, 5.5834, 4.0262], [-2.3152, 5.4338, 2.7413], [-1.4559, 4.3821, 2.4547], [1.8433, -1.6450, 3.4303], [2.5276, -2.6481, 4.1093], [3.2287, -3.5956, 3.3854], [3.2389, -3.5296, 1.9996], [2.5246, -2.5102, 1.3993], [1.8512, -1.5972, 2.0959], [0.6008, 0.3895, 5.9557], [2.1567, -0.4598, 6.0244], [0.6454, -1.3768, 6.0723], [-1.3687, 2.8798, 5.4773], [-2.8854, 4.7733, 6.0136], [-3.4940, 6.4026, 4.2538], [-2.6036, 6.1267, 1.9601], [-1.0707, 4.2284, 1.4554], [2.5046, -2.6828, 5.1897], [3.7611, -4.3856, 3.9011], [3.7750, -4.2498, 1.3950], [2.4775, -2.4185, 0.3177], [-2.8622, -3.1322, 1.1808], [-1.7572, -2.8815, 0.7234], [-0.8258, -2.1704, 1.2487], [-1.3541, -3.5908, -0.5726], [-0.1992, -2.5981, -1.5945], [-1.1538, -2.2389, -3.1299], [-0.5625, -1.3642, -4.0505], [-1.2160, -0.9858, -5.2142], [-2.5032, -1.4522, -5.4714], [-3.1138, -2.3020, -4.5614], [-2.4434, -2.6938, -3.4024], [0.9885, -3.8782, -2.2054], [1.1485, -4.2928, -3.5245], [2.1013, -5.2534, -3.8605], [2.9143, -5.8098, -2.8843], [2.7687, -5.4006, -1.5622], [1.8191, -4.4449, -1.2310], [-2.2514, -3.8797, -1.1109], [-0.8386, -4.5037, -0.2697], [0.4324, -0.9810, -3.8454], [-0.7241, -0.3284, -5.9211], [-3.0206, -1.1604, -6.3774], [-4.1180, -2.6660, -4.7471], [-2.9448, -3.3574, -2.7094], [0.5228, -3.8793, -4.3068], [2.2000, -5.5699, -4.8926], [3.6473, -6.5626, -3.1463], [3.3984, -5.8252, -0.7890], [1.7076, -4.1408, -0.1937], [-2.3041, 3.2683, -3.8996], [-1.0672, 3.0266, -3.1564], [-1.3731, 2.0977, -2.0042], [-2.1217, 0.9031, -2.4993], [-2.1277, 3.7451, -4.7727], [-2.9426, 3.8447, -3.3633], [-2.7223, 1.2089, -3.2684], [-0.6048, 3.9331, -2.7582], [-0.3540, 2.5494, -3.8320], [-2.0115, 2.5908, -1.2689], [-0.4644, 1.7566, -1.5055], [-1.4981, 0.1756, -2.8526], [-2.7197, 0.5159, -1.7064], [-5.7931, 0.3263, 1.4259], [-4.5610, 0.5503, 1.8900], [-4.6372, 1.4495, 2.8745], [-4.0680, -0.5773, 2.3687], [-3.4919, 1.2257, 0.5643], [-4.1056, 2.4632, 0.1328], [-3.5101, 0.1710, -0.4635], [-2.1813, 1.3786, 1.1797], [1.4076, 3.6866, -0.9152], [3.0226, 3.2806, -0.6544], [4.0088, 4.2038, -0.8993], [5.3354, 3.8448, -0.6579], [5.7308, 2.5971, -0.1666], [4.7627, 1.6612, 0.0944], [5.2113, 0.1507, 0.7095], [3.3390, 1.9428, -0.1496], [2.4204, 1.0882, 0.0826], [3.7536, 5.1858, -1.2712], [6.1064, 4.5802, -0.8601], [6.7723, 2.3699, 0.0115]],
  "forces_ev_per_a": [[-0.805, -0.070, 0.148], [0.028, -0.027, 0.087], [0.036, -0.092, -0.158], [0.064, -0.106, 0.596], [0.156, -0.363, -0.708], [-0.083, 0.776, -0.193], [-0.126, -0.225, 0.265], [0.141, -0.199, -0.098], [-0.045, 0.060, 0.059], [0.019, -0.031, -0.025], [0.035, -0.039, -0.009], [0.039, -0.066, 0.039], [-0.082, 0.111, -0.015], [-0.114, 0.092, 0.032], [0.025, -0.089, 0.086], [0.029, -0.070, 0.031], [0.012, -0.042, 0.036], [-0.159, 0.347, 0.134], [0.341, -0.064, -0.184], [-0.004, -0.002, 0.013], [-0.024, -0.022, -0.029], [0.027, 0.007, -0.045], [-0.008, 0.034, -0.006], [0.015, 0.006, -0.015], [0.009, -0.028, -0.006], [0.011, -0.009, 0.017], [0.010, 0.015, 0.032], [0.002, -0.017, -0.039], [-0.002, 0.030, -0.016], [-0.008, 0.019, 0.040], [0.079, 0.159, 0.168], [0.029, 0.096, -0.078], [0.038, 0.064, 0.626], [-0.050, 0.105, -0.008], [0.083, -0.003, -0.239], [0.110, -0.096, -0.296], [-0.085, 0.022, -0.002], [0.110, -0.146, -0.063], [-0.103, -0.057, -0.082], [0.114, 0.022, -0.005], [0.088, -0.005, 0.169], [-0.075, 0.031, -0.098], [-0.006, -0.047, 0.116], [0.016, -0.019, -0.059], [-0.038, 0.079, 0.063], [-0.068, 0.050, 0.049], [-0.054, 0.063, -0.074], [-0.038, -0.091, -0.015], [0.067, -0.155, 0.052], [0.035, -0.025, -0.046], [0.063, -0.012, -0.014], [-0.014, 0.009, 0.014], [0.023, 0.015, 0.044], [0.065, 0.018, 0.023], [-0.008, 0.089, -0.121], [-0.005, -0.011, 0.034], [-0.012, 0.020, 0.045], [-0.005, 0.034, 0.003], [-0.034, -0.022, -0.014], [-0.088, -0.215, -0.213], [0.011, 0.018, -0.003], [-0.156, 0.016, -0.206], [-0.084, -0.272, 0.110], [0.296, 0.313, -0.105], [0.011, -0.011, -0.030], [-0.013, 0.009, 0.036], [-0.044, 0.059, -0.052], [0.035, 0.007, -0.049], [0.056, 0.057, -0.040], [0.049, -0.027, 0.002], [-0.137, 0.038, 0.001], [-0.081, 0.006, -0.005], [-0.110, -0.118, 0.119], [-0.015, 0.011, -0.030], [-0.031, 0.037, 0.058], [-0.029, 0.010, 0.058], [0.031, -0.004, 0.001], [0.297, 0.335, -0.190], [0.080, -0.301, 0.107], [-0.159, -0.107, 0.225], [-0.306, -0.169, -0.046], [-0.014, 0.064, 0.062], [0.394, -0.028, -0.008], [0.127, 0.055, 0.012], [-0.029, -0.020, 0.001], [-0.036, 0.102, -0.087], [-0.127, 0.346, -0.029], [-0.107, -0.122, 0.018], [-0.226, -0.271, 0.191], [0.494, -0.004, -0.182], [0.074, 0.017, 0.022], [-0.019, -0.017, 0.014], [-0.004, 0.067, -0.023]],
  "mulliken_charge": [1.8966, -1.7422, 0.4814, 1.0197, -1.2461, 0.0525, -0.7331, 0.4402, -0.2675, -0.6699, -0.3631, -0.6784, -0.2282, 0.5068, -0.7841, -0.5882, -0.9544, -1.1519, 0.6892, 0.3449, 0.3496, 0.3651, 0.4430, 0.3867, 0.3808, 0.3731, 0.3486, 0.4677, 0.4106, 0.4556, 1.2842, -0.7381, 0.1394, -0.4998, -0.8131, 1.4837, 0.5034, -0.9657, -0.3441, -0.6851, -0.5927, -0.6000, 0.2975, -0.5850, -0.6591, -0.5788, -0.8378, -0.4508, 0.4738, 0.4747, 0.4385, 0.4588, 0.3743, 0.4323, 0.3496, 0.2685, 0.3974, 0.3696, 0.4035, 0.5063, -0.5484, -0.7937, -0.1265, 0.6193, 0.2321, 0.1974, 0.5548, 0.4549, 0.3672, 0.2546, -0.1993, -0.4358, 0.4386, -0.2205, 0.4901, -0.2086, -0.1688, 0.9003, -0.6912, -0.9048, -0.2371, -0.0630, 1.0739, -0.7503, -0.0772, -0.7861, 0.8019, -0.1166, -1.2530, -0.4103, 0.4713, 0.3670, 0.4570],
  "total_energy_ha": -4363.8403,
  "de_lowest_ev": 0.678,
  "total_charge": 0
}


(3)
{
  "formula": "C2H2ClFO2",
  "method": "wB97M-V/def2-TZVPD",
  "elements": ["C", "C", "O", "O", "F", "Cl", "H", "H"],
  "coordinates": [[-1.3997, -0.0438, -1.4594], [-1.3158, 1.2681, -1.1983], [-1.8311, -0.9925, -2.0678], [-0.6114, -0.7089, 1.4113], [-1.6546, 1.6943, -0.0265], [-2.1550, -0.6507, 1.2902], [-0.2579, 1.3313, -1.4310], [-0.2448, 0.1913, 1.2825]],
  "forces_ev_per_a": [[-4.625, -4.733, -3.492], [2.302, -1.415, -1.253], [2.456, 3.012, 2.389], [4.899, 0.394, 0.275], [-0.792, 1.829, 2.341], [-4.687, -0.233, -0.021], [0.790, 1.678, -0.378], [-0.344, -0.530, 0.138]],
  "mulliken_charge": [0.5171, -0.1586, -0.3777, -0.3773, -0.1706, 0.0092, 0.1895, 0.3684],
  "total_energy_ha": -787.7638,
  "de_lowest_ev": 5.211,
  "total_charge": 0
}


(4)
{
  "formula": "C4H12",
  "method": "wB97M-V/def2-TZVPD",
  "elements": ["C", "C", "H", "H", "H", "H", "H", "H", "C", "C", "H", "H", "H", "H", "H", "H"],
  "coordinates": [[2.1162, 1.5370, 1.6189], [0.8413, 0.7146, 1.6928], [2.1890, 2.0707, 0.6769], [2.1935, 2.2753, 2.4230], [3.0165, 0.9307, 1.7002], [0.0056, 1.2854, 1.2888], [0.5161, 0.5002, 2.7078], [0.9210, -0.2274, 1.1471], [-1.3051, -1.0856, -2.3916], [-1.6506, -1.1635, -0.9096], [-2.1724, -1.3640, -2.9848], [-0.9748, -0.1032, -2.7138], [-0.5208, -1.7873, -2.6605], [-1.5455, -0.2182, -0.3699], [-0.9604, -1.7643, -0.3202], [-2.6488, -1.5277, -0.6931]],
  "forces_ev_per_a": [[0.367, 0.097, 0.297], [-0.399, 0.180, 0.021], [-0.017, 0.081, -0.161], [-0.203, -0.013, -0.117], [-0.001, -0.189, 0.019], [-0.028, -0.042, -0.276], [0.324, -0.215, 0.215], [-0.044, 0.101, -0.002], [-0.163, -0.302, -0.044], [0.471, 0.444, 1.016], [-0.051, 0.110, -0.172], [-0.031, 0.150, 0.061], [0.125, -0.081, 0.014], [-0.278, 0.284, -0.416], [0.078, -0.505, -0.287], [-0.151, -0.101, -0.168]],
  "mulliken_charge": [-0.9029, -0.6958, 0.2792, 0.2707, 0.2844, 0.2339, 0.3114, 0.2154, -0.8306, -0.7130, 0.2607, 0.2867, 0.2638, 0.1544, 0.2484, 0.3332],
  "total_energy_ha": -159.5768,
  "de_lowest_ev": 0.223,
  "total_charge": 0
}